The following is a quantum chemistry calculation of a cluster of 4 separate species, C10H29NO7 in total, from the OMol25 dataset.

LUMO energy: 0.51 eV
SMILES: COCCNCCOC.OCCO.OCCO.O
Largest force on an atom: 0.0623 hartree/bohr
Gap between HOMO and LUMO: 9.556 eV
Energy relative to the best compared isomer or geometry (same formula, charge and spin): 0.977 eV

The geometry in XYZ format:
```
47
Properties=species:S:1:pos:R:3:forces:R:3
C -1.1093 -0.0091 -2.5535 -0.4516 0.4569 0.9013
O -1.4948 -1.1126 -1.7880 -1.0104 -0.3866 0.4643
C -0.8210 -2.2928 -2.1032 0.2853 -0.3104 0.2747
C 0.1403 -2.6520 -0.9618 -0.2949 -1.4483 -1.3913
N 1.2358 -1.7510 -0.7635 -0.0849 0.6053 -0.6112
C 2.1498 -2.2410 0.2143 0.2998 0.0557 3.1916
C 3.1063 -1.1717 0.8083 1.1547 0.2603 -0.4293
O 2.8070 -0.3443 1.9594 -1.0493 0.0185 -0.6730
C 3.8568 0.5238 2.4489 -1.4568 -0.6812 0.2450
H -0.0273 0.0571 -2.4394 0.0440 0.6724 -0.6720
H -1.6433 0.7988 -2.0533 0.4719 0.4532 -0.1142
H -1.5138 -0.0345 -3.5653 0.4693 -0.2503 -0.3251
H -0.3601 -2.2016 -3.0867 0.5698 0.0505 0.0773
H -1.5647 -3.0775 -2.2418 -0.0671 -0.2691 0.3237
H 0.5537 -3.6307 -1.2055 0.2273 -0.2037 -0.2453
H -0.4486 -2.8917 -0.0765 -0.2636 0.4488 0.5522
H 0.8511 -0.8963 -0.3872 0.0157 0.5213 -0.0497
H 2.8220 -3.0702 -0.0064 -0.0593 0.1202 -1.2694
H 1.5857 -2.7096 1.0207 -0.3010 -0.0007 0.6972
H 3.3002 -0.5941 -0.0955 0.3091 0.7960 0.1341
H 4.0473 -1.6583 1.0649 0.1128 -0.2905 -0.0908
H 3.4179 1.0414 3.3019 -0.1704 -0.2486 0.1858
H 4.0957 1.3573 1.7884 0.5671 -0.5263 -0.5467
H 4.6500 -0.1061 2.8516 0.5419 0.3356 -0.4774
O 1.1934 2.8387 -4.0820 -0.2399 0.1790 0.1077
C 0.7531 4.0214 -3.4120 -0.8903 -1.1660 0.9596
C -0.0263 3.5981 -2.0838 1.9949 0.5526 -1.7686
O 0.9795 2.9572 -1.3027 -0.4050 -0.0045 -0.0258
H 1.5830 2.2874 -3.3994 0.1936 -0.2081 0.1506
H 1.6353 4.6032 -3.1451 -0.2193 0.4373 0.0267
H 0.0868 4.4985 -4.1308 0.1338 0.3915 0.2492
H -0.7758 2.8745 -2.4044 -0.3776 0.2109 0.2393
H -0.3859 4.4547 -1.5137 -0.4713 0.0829 -0.3452
H 0.4979 2.6388 -0.5357 0.2737 -0.6012 0.4437
O -2.1832 -0.6678 2.1152 1.3105 0.9549 -0.8421
C -2.8989 -1.2459 3.1367 -1.5660 -2.1487 0.4999
C -4.3515 -0.8153 3.1637 -0.6697 0.2820 -0.2693
O -4.5905 0.2477 4.0697 0.1856 -0.2865 0.3044
H -2.3715 -1.1924 1.3336 0.1075 0.1954 -0.3011
H -2.9322 -2.3223 2.9683 0.0956 -0.3686 -0.0907
H -2.4479 -1.2063 4.1282 0.2706 0.8156 -0.0878
H -5.0040 -1.6722 3.3316 -0.0408 0.1077 0.7951
H -4.7034 -0.4463 2.2003 0.5006 -0.1917 -0.6034
H -3.7976 0.7715 3.9334 -0.1193 0.6466 0.3752
O 0.0474 1.0022 0.8238 0.1059 0.2728 -0.4931
H -0.6636 0.4624 1.1692 -0.4657 -0.1708 0.2898
H 0.7192 0.9788 1.5052 0.4333 -0.1619 0.2337
```
Forces are in eV/Å.

Atom charges from the Löwdin analysis, given in e for atoms 1 to 5: -0.109, -0.205, -0.223, -0.222, -0.048